Here is an isolated molecule of C7H12 from the Open Molecules 2025 dataset. Energies are from the ωB97M-V functional and the def2-TZVPD basis.

Atoms and positions in Å:
C (0.13470, 0.20563, 1.95122)
C (0.82884, 0.87062, 0.77796)
C (1.17042, 0.23507, -0.54648)
C (0.67153, -1.13832, -0.94408)
C (-0.87751, -1.07789, -0.89112)
C (-1.27972, 0.40030, -0.59080)
C (0.01974, 1.19535, -0.46241)
H (0.81482, 0.02744, 2.78972)
H (-0.66553, 0.86375, 2.31390)
H (-0.32390, -0.75295, 1.69082)
H (1.58309, 1.59146, 1.09281)
H (2.09874, 0.57991, -0.99445)
H (1.01986, -1.33983, -1.96381)
H (1.08406, -1.93025, -0.30687)
H (-1.31023, -1.42627, -1.83565)
H (-1.25967, -1.75463, -0.11741)
H (-1.85703, 0.43975, 0.34019)
H (-1.92701, 0.84270, -1.35642)
H (0.07480, 2.16817, -0.94712)

Cartesian forces (eV/Å) of the 3 atoms listed first:
-0.018 -0.078 -0.003
-0.018 0.072 0.077
0.155 -0.069 -0.103

As for the HOMO energy: -9.70 eV. The value obtained for the orbital gap is 10.85 eV. Its structure (SMILES) is C[C@H]1[C@H]2CCC[C@@H]12. The electronic energy is -273.88785 Eh.

Atom charges from the Löwdin analysis, given in e for atoms 1 to 8: atom 1 (C): -0.065, atom 2 (C): -0.247, atom 3 (C): -0.224, atom 4 (C): -0.153, atom 5 (C): -0.169, atom 6 (C): -0.151, atom 7 (C): -0.209, atom 8 (H): 0.074


Here is an isolated molecule of C7H12 in a non-equilibrium geometry from the Open Molecules 2025 dataset. Energies are from the ωB97M-V functional and the def2-TZVPD basis.

Atoms and positions in Å:
C (-2.61658, 0.04148, 0.04196)
C (-1.14635, -0.45568, 0.10864)
C (-0.22457, 0.34206, -0.85536)
C (0.91049, 0.19330, 0.12440)
C (2.00207, -0.80706, -0.16011)
C (2.33254, 0.65998, -0.01924)
C (-0.12820, -0.02469, 1.25198)
H (-3.00502, -0.14799, -0.97223)
H (-2.74926, 1.12731, 0.18193)
H (-3.32004, -0.45442, 0.71986)
H (-1.12532, -1.53632, -0.06861)
H (-0.08926, -0.04549, -1.86554)
H (-0.53269, 1.39843, -0.89388)
H (2.03907, -1.26244, -1.15079)
H (2.32971, -1.47803, 0.63247)
H (2.60379, 1.20219, -0.92735)
H (2.89764, 0.96872, 0.85824)
H (-0.65788, 0.83953, 1.63378)
H (0.34595, -0.55924, 2.09740)

Cartesian forces (eV/Å) of the 3 atoms listed first:
0.041 -0.120 0.063
-0.245 0.099 -0.067
-0.072 -0.074 -0.339

As for the HOMO energy: -9.70 eV. The value obtained for the orbital gap is 10.85 eV. Its structure (SMILES) is CC1CC2(CC2)C1. The electronic energy is -273.84264 Eh.

Atom charges from the Löwdin analysis, given in e for atoms 1 to 8: atom 1 (C): -0.084, atom 2 (C): -0.304, atom 3 (C): -0.120, atom 4 (C): -0.436, atom 5 (C): -0.103, atom 6 (C): -0.080, atom 7 (C): -0.060, atom 8 (H): 0.075


Here is an isolated molecule of C7H12 from the Open Molecules 2025 dataset. Energies are from the ωB97M-V functional and the def2-TZVPD basis.

Atoms and positions in Å:
C (-2.12022, -0.08073, 0.43687)
C (-1.21799, -0.65025, -0.63106)
C (0.03232, 0.02298, -1.06714)
C (0.61062, 1.27254, -0.42162)
C (1.75435, 0.89436, 0.50847)
C (0.60258, -1.17294, 1.12071)
C (0.12979, -1.28660, -0.25499)
H (-2.69147, 0.77517, 0.05879)
H (-2.83470, -0.84050, 0.76979)
H (-1.54668, 0.23164, 1.31238)
H (-1.74199, -1.18674, -1.42006)
H (0.29792, -0.11405, -2.11410)
H (0.95108, 1.95424, -1.20903)
H (-0.15323, 1.80921, 0.15173)
H (2.58981, 0.42251, -0.01679)
H (2.12348, 1.70845, 1.13644)
H (1.25951, 0.18281, 1.25532)
H (1.50898, -1.79886, 1.23332)
H (0.44586, -2.14325, -0.84903)

Cartesian forces (eV/Å) of the 3 atoms listed first:
0.038 0.004 0.038
-0.181 0.040 -0.106
0.003 0.165 -0.117

As for the HOMO energy: -7.85 eV. The value obtained for the orbital gap is 8.39 eV. The electronic energy is -273.74791 Eh.

Atom charges from the Löwdin analysis, given in e for atoms 1 to 8: atom 1 (C): -0.075, atom 2 (C): -0.270, atom 3 (C): -0.206, atom 4 (C): -0.195, atom 5 (C): -0.090, atom 6 (C): 0.079, atom 7 (C): -0.302, atom 8 (H): 0.079


- electronic energy of number 2 (C7H12)?
  -273.84264 Eh